{"formula": "C38H53Cl5N6O3SSbSi3Zr", "method": "the ωB97M-V functional and the def2-TZVPD basis", "charge": 3, "e_above_lowest_kj_mol": 53.8, "lumo_ev": -7.59, "species": ["Zr", "N", "C", "C", "C", "C", "C", "C", "N", "C", "C", "C", "S", "C", "N", "H", "H", "H", "H", "H", "H", "H", "Cl", "C", "C", "C", "Cl", "C", "Cl", "C", "Cl", "C", "Cl", "C", "C", "O", "N", "C", "C", "C", "C", "C", "C", "N", "H", "H", "H", "H", "H", "H", "H", "H", "H", "H", "C", "Si", "C", "C", "Sb", "Si", "C", "C", "C", "Si", "C", "C", "C", "H", "H", "H", "H", "H", "H", "H", "H", "H", "H", "H", "H", "H", "H", "H", "H", "H", "H", "H", "H", "H", "H", "H", "H", "H", "H", "H", "O", "C", "O", "C", "N", "C", "C", "C", "H", "H", "H", "H", "H", "H", "H", "H", "H"], "positions_angstrom": [[1.356, 0.428, -0.242], [1.470, 2.157, 3.803], [0.134, 2.523, 3.667], [-0.719, 3.202, 4.527], [-1.935, 3.588, 4.000], [-2.274, 3.309, 2.667], [-1.442, 2.583, 1.837], [-0.219, 2.172, 2.364], [0.892, 1.578, 1.741], [1.881, 1.676, 2.624], [3.260, 1.532, 2.191], [4.423, 1.670, 2.875], [5.723, 1.739, 1.770], [4.637, 1.562, 0.476], [3.386, 1.448, 0.822], [2.061, 2.359, 4.595], [-0.435, 3.452, 5.541], [-2.628, 4.144, 4.616], [-3.215, 3.681, 2.282], [-1.700, 2.390, 0.802], [4.584, 1.771, 3.937], [4.974, 1.553, -0.548], [0.460, 0.401, -2.798], [2.148, -0.088, -3.071], [2.889, -0.236, -1.914], [4.172, -0.726, -2.148], [5.245, -1.132, -0.822], [4.674, -0.970, -3.435], [6.268, -1.548, -3.662], [3.868, -0.753, -4.557], [4.456, -1.040, -6.129], [2.556, -0.317, -4.373], [1.491, -0.087, -5.690], [3.263, 3.622, -2.428], [2.082, 3.460, -1.520], [1.746, 2.309, -1.143], [1.431, 4.539, -1.141], [0.152, 4.551, -0.423], [-0.991, 4.392, -1.396], [-1.719, 5.490, -1.825], [-2.680, 5.310, -2.810], [-2.864, 4.041, -3.332], [-2.098, 3.002, -2.823], [-1.186, 3.155, -1.866], [3.678, 2.645, -2.661], [4.026, 4.243, -1.955], [2.961, 4.112, -3.354], [1.774, 5.419, -1.497], [0.086, 5.500, 0.104], [0.168, 3.752, 0.311], [-1.537, 6.471, -1.403], [-3.264, 6.147, -3.170], [-3.588, 3.853, -4.113], [-2.227, 1.995, -3.206], [-4.475, 1.300, -0.936], [-4.005, -0.027, 0.277], [-4.513, 0.518, 1.979], [-4.855, -1.649, -0.068], [-1.403, -0.598, 0.073], [-1.736, -2.313, -1.925], [-0.194, -2.802, -2.902], [-2.540, -3.924, -1.408], [-2.846, -1.369, -3.091], [-1.369, -1.778, 2.430], [0.302, -2.472, 2.905], [-1.770, -0.527, 3.765], [-2.614, -3.166, 2.465], [-5.566, 1.387, -0.904], [-4.191, 1.102, -1.968], [-4.062, 2.267, -0.641], [-5.545, 0.869, 1.866], [-3.931, 1.335, 2.392], [-4.528, -0.302, 2.698], [-5.818, -1.607, 0.450], [-4.324, -2.518, 0.314], [-5.058, -1.800, -1.128], [-0.066, -3.888, -2.837], [0.742, -2.318, -2.644], [-0.394, -2.582, -3.955], [-2.197, -4.310, -0.449], [-2.295, -4.672, -2.167], [-3.625, -3.853, -1.370], [-2.340, -0.510, -3.538], [-3.773, -1.028, -2.634], [-3.116, -2.047, -3.908], [1.105, -1.735, 2.911], [0.615, -3.326, 2.304], [0.171, -2.833, 3.930], [-0.893, -0.400, 4.404], [-2.573, -0.928, 4.389], [-2.079, 0.455, 3.423], [-2.582, -3.821, 1.597], [-3.635, -2.792, 2.562], [-2.411, -3.775, 3.351], [2.569, -1.023, 1.017], [2.210, -2.016, 0.338], [1.233, -1.889, -0.448], [2.971, -3.327, 0.319], [2.130, -4.370, -0.385], [1.685, -5.362, 0.665], [2.879, -5.399, 1.603], [3.360, -3.941, 1.674], [3.835, -3.136, -0.316], [2.702, -4.849, -1.081], [1.360, -3.912, -0.887], [1.430, -6.303, 0.184], [0.794, -4.943, 1.130], [3.656, -6.042, 1.186], [2.610, -5.804, 2.575], [4.434, -3.876, 1.830], [2.876, -3.395, 2.481]]}


{"formula": "C12H15AsClF6NO5PtS2", "method": "the ωB97M-V functional and the def2-TZVPD basis", "e_above_lowest_kj_mol": 61.6, "lumo_ev": 0.13, "species": ["Pt", "F", "C", "F", "F", "S", "O", "O", "N", "S", "O", "O", "C", "F", "F", "F", "C", "As", "C", "C", "O", "H", "H", "H", "H", "H", "H", "H", "H", "H", "Cl", "C", "C", "C", "C", "C", "C", "C", "H", "H", "H", "H", "H", "H"], "positions_angstrom": [[-0.966, 1.154, 0.261], [-0.614, 0.270, 4.236], [0.309, 0.806, 3.447], [1.361, 1.165, 4.172], [0.707, -0.115, 2.567], [-0.430, 2.330, 2.689], [-1.718, 1.914, 2.076], [-0.550, 3.235, 3.777], [0.621, 2.618, 1.541], [0.555, 4.098, 0.828], [-0.528, 4.165, -0.106], [0.783, 5.170, 1.737], [2.105, 3.965, -0.202], [3.010, 3.151, 0.351], [2.637, 5.175, -0.302], [1.815, 3.511, -1.415], [2.058, -0.960, -2.759], [1.450, -0.511, -1.006], [2.878, 0.331, -0.036], [1.026, -2.100, -0.036], [0.160, 0.534, -1.283], [2.759, -1.792, -2.709], [2.545, -0.087, -3.189], [1.192, -1.229, -3.360], [3.771, 0.371, -0.657], [3.081, -0.232, 0.872], [2.561, 1.337, 0.226], [1.953, -2.647, 0.142], [0.326, -2.714, -0.595], [0.575, -1.807, 0.909], [-2.114, -0.726, -3.286], [-2.270, -1.825, -1.942], [-2.219, -3.184, -2.222], [-2.356, -4.105, -1.195], [-2.559, -3.651, 0.102], [-2.625, -2.294, 0.356], [-2.480, -1.333, -0.651], [-2.607, 0.113, -0.321], [-2.082, -3.506, -3.245], [-2.320, -5.164, -1.411], [-2.681, -4.358, 0.913], [-2.810, -1.944, 1.366], [-3.294, 0.204, 0.524], [-3.015, 0.670, -1.166]]}


{"formula": "C3H5N3", "method": "the ωB97M-V functional and the def2-TZVPD basis", "e_above_lowest_kj_mol": 347.2, "lumo_ev": [0.32, 0.32], "species": ["C", "N", "C", "C", "N", "N", "H", "H", "H", "H", "H"], "positions_angstrom": [[-1.794, 0.248, 0.323], [-0.388, 0.222, -0.058], [0.611, 0.483, 0.765], [1.918, 0.086, 0.338], [1.944, -0.653, -0.780], [1.557, -1.222, -1.686], [-2.301, -0.593, -0.166], [-1.866, 0.129, 1.403], [-2.296, 1.170, 0.017], [-0.240, -0.114, -1.015], [2.854, 0.242, 0.859]]}


{"formula": "C9H19F4N3O4S", "method": "the ωB97M-V functional and the def2-TZVPD basis", "smiles": "O=S(=O)(F)NCCC(F)(F)F.CN(C)C=O.CN(C)C=O", "lumo_ev": 0.41, "species": ["O", "S", "O", "F", "N", "C", "C", "C", "F", "F", "F", "H", "H", "H", "H", "H", "C", "N", "C", "C", "O", "H", "H", "H", "H", "H", "H", "H", "C", "N", "C", "C", "O", "H", "H", "H", "H", "H", "H", "H"], "positions_angstrom": [[1.661, -0.776, -0.891], [2.043, 0.058, 0.190], [3.266, 0.782, 0.162], [2.120, -0.836, 1.483], [0.817, 1.038, 0.612], [-0.446, 1.004, -0.138], [-1.661, 0.666, 0.739], [-1.908, -0.820, 0.830], [-2.461, -1.277, -0.305], [-0.793, -1.527, 1.031], [-2.757, -1.123, 1.818], [0.710, 1.128, 1.614], [-0.387, 0.308, -0.973], [-0.613, 1.997, -0.566], [-2.543, 1.083, 0.246], [-1.568, 1.077, 1.746], [-5.857, -4.037, -0.276], [-5.740, -3.455, -1.596], [-6.647, -3.881, -2.647], [-4.808, -2.523, -1.886], [-4.674, -2.008, -2.980], [-5.706, -5.118, -0.314], [-6.843, -3.838, 0.149], [-5.103, -3.605, 0.380], [-6.089, -4.305, -3.483], [-7.220, -3.033, -3.024], [-7.328, -4.630, -2.250], [-4.172, -2.263, -1.031], [6.375, 2.096, 0.314], [6.090, 3.335, 1.011], [7.095, 4.381, 1.056], [4.909, 3.552, 1.624], [4.623, 4.574, 2.221], [7.241, 1.600, 0.760], [6.587, 2.290, -0.740], [5.516, 1.434, 0.381], [7.364, 4.609, 2.088], [6.716, 5.296, 0.600], [7.979, 4.047, 0.517], [4.215, 2.702, 1.530]]}


{"formula": "C36H83O2S", "method": "the ωB97M-V functional and the def2-TZVPD basis", "charge": 1, "lumo_ev": -4.05, "species": ["C", "O", "C", "C", "C", "C", "C", "C", "C", "C", "C", "C", "C", "S", "O", "H", "H", "H", "H", "H", "H", "H", "H", "H", "H", "H", "H", "H", "H", "H", "H", "H", "H", "H", "H", "H", "H", "H", "H", "H", "H", "H", "C", "C", "C", "C", "C", "C", "H", "H", "H", "H", "H", "H", "H", "H", "H", "H", "H", "H", "H", "H", "C", "C", "C", "C", "C", "C", "H", "H", "H", "H", "H", "H", "H", "H", "H", "H", "H", "H", "H", "H", "C", "C", "C", "C", "C", "C", "H", "H", "H", "H", "H", "H", "H", "H", "H", "H", "H", "H", "H", "H", "C", "C", "C", "C", "C", "C", "H", "H", "H", "H", "H", "H", "H", "H", "H", "H", "H", "H", "H", "H"], "positions_angstrom": [[-4.278, 2.228, -2.988], [-4.558, 3.454, -3.593], [-3.921, 4.593, -3.016], [-4.778, 5.285, -1.949], [-4.284, 5.025, -0.515], [-5.159, 3.971, 0.186], [-4.965, 3.936, 1.705], [-3.844, 3.003, 2.163], [-2.412, 3.462, 1.825], [-1.759, 2.797, 0.621], [-1.256, 1.363, 0.835], [-2.359, 0.311, 0.646], [-1.832, -0.980, -0.009], [-2.366, -1.276, -1.700], [-1.482, -0.311, -2.618], [-3.373, 2.273, -2.368], [-4.121, 1.481, -3.770], [-5.104, 1.884, -2.360], [-2.945, 4.331, -2.609], [-3.737, 5.288, -3.826], [-4.708, 6.354, -2.118], [-5.813, 4.996, -2.051], [-3.236, 4.763, -0.521], [-4.384, 5.912, 0.101], [-5.034, 2.979, -0.247], [-6.178, 4.288, -0.004], [-5.879, 3.532, 2.130], [-4.834, 4.959, 2.042], [-4.083, 2.022, 1.764], [-3.917, 2.919, 3.243], [-2.464, 4.523, 1.607], [-1.792, 3.374, 2.711], [-0.890, 3.399, 0.363], [-2.415, 2.828, -0.243], [-0.776, 1.279, 1.804], [-0.492, 1.175, 0.084], [-2.816, 0.046, 1.590], [-3.159, 0.753, 0.063], [-0.749, -1.017, -0.035], [-2.236, -1.844, 0.508], [-3.618, -0.760, -1.778], [-1.666, 0.620, -2.373], [1.075, -2.333, -2.559], [0.515, -3.429, -3.459], [0.553, -4.812, -2.811], [1.954, -5.316, -2.460], [2.925, -5.389, -3.637], [2.482, -6.358, -4.730], [2.126, -2.499, -2.324], [1.000, -1.358, -3.041], [0.522, -2.291, -1.613], [1.059, -3.435, -4.406], [-0.526, -3.194, -3.711], [0.060, -5.527, -3.474], [-0.046, -4.793, -1.893], [1.861, -6.310, -2.014], [2.387, -4.679, -1.682], [3.899, -5.709, -3.256], [3.080, -4.396, -4.068], [2.362, -7.366, -4.329], [3.223, -6.402, -5.528], [1.535, -6.057, -5.180], [8.477, -8.192, 0.181], [7.876, -9.192, -0.803], [7.470, -8.565, -2.136], [6.388, -7.489, -2.038], [5.083, -7.946, -1.389], [4.382, -9.061, -2.159], [7.764, -7.412, 0.453], [8.781, -8.692, 1.102], [9.360, -7.712, -0.244], [7.017, -9.688, -0.342], [8.609, -9.977, -1.001], [7.139, -9.356, -2.813], [8.355, -8.123, -2.603], [6.173, -7.121, -3.047], [6.777, -6.629, -1.483], [4.409, -7.085, -1.325], [5.262, -8.267, -0.360], [4.157, -8.747, -3.181], [3.440, -9.331, -1.677], [4.992, -9.963, -2.209], [-3.214, 9.603, 5.573], [-4.241, 9.708, 4.449], [-4.343, 8.442, 3.599], [-3.061, 8.060, 2.857], [-2.516, 9.131, 1.913], [-3.472, 9.480, 0.775], [-2.205, 9.451, 5.188], [-3.202, 10.515, 6.170], [-3.452, 8.771, 6.240], [-4.006, 10.568, 3.817], [-5.222, 9.910, 4.884], [-5.160, 8.563, 2.882], [-4.633, 7.605, 4.244], [-3.260, 7.149, 2.280], [-2.285, 7.796, 3.581], [-1.578, 8.768, 1.486], [-2.264, 10.036, 2.472], [-3.702, 8.592, 0.179], [-3.025, 10.221, 0.111], [-4.410, 9.895, 1.145], [1.797, -0.677, 4.434], [2.958, -0.906, 3.472], [2.657, -0.465, 2.041], [1.504, -1.212, 1.372], [1.662, -2.731, 1.295], [2.865, -3.175, 0.470], [0.915, -1.256, 4.152], [2.070, -0.975, 5.446], [1.517, 0.378, 4.462], [3.247, -1.960, 3.489], [3.827, -0.349, 3.826], [3.560, -0.572, 1.436], [2.424, 0.605, 2.041], [1.385, -0.819, 0.352], [0.569, -0.981, 1.898], [0.755, -3.154, 0.848], [1.728, -3.153, 2.301], [2.799, -2.795, -0.553], [2.918, -4.263, 0.420], [3.802, -2.822, 0.901]]}


{"formula": "C31H28ClIInN2O2PS5Sb", "method": "the ωB97M-V functional and the def2-TZVPD basis", "charge": -1, "e_above_lowest_kj_mol": 13.3, "lumo_ev": 1.91, "species": ["In", "N", "C", "C", "C", "C", "C", "C", "P", "C", "C", "C", "C", "C", "C", "C", "C", "C", "C", "C", "C", "H", "H", "H", "H", "H", "H", "H", "H", "H", "H", "H", "H", "H", "H", "H", "H", "Cl", "C", "C", "C", "I", "C", "O", "C", "N", "C", "C", "C", "C", "H", "H", "H", "H", "S", "Sb", "S", "S", "S", "O", "S", "C", "C", "C", "C", "H", "H", "H", "H", "H", "H", "H", "H"], "positions_angstrom": [[1.946, 0.105, -0.915], [2.446, 2.517, 0.196], [1.561, 3.577, -0.023], [2.008, 4.851, -0.370], [1.102, 5.880, -0.543], [-0.260, 5.655, -0.377], [-0.717, 4.375, -0.116], [0.181, 3.322, 0.048], [-0.290, 1.557, 0.098], [-0.747, 1.297, 1.845], [-1.350, 0.094, 2.216], [-1.709, -0.136, 3.534], [-1.488, 0.842, 4.495], [-0.878, 2.033, 4.136], [-0.495, 2.257, 2.821], [-1.908, 1.671, -0.739], [-1.880, 1.758, -2.131], [-3.057, 1.919, -2.847], [-4.271, 2.001, -2.178], [-4.304, 1.913, -0.794], [-3.128, 1.750, -0.074], [3.428, 2.737, 0.097], [2.278, 1.992, 1.050], [3.069, 5.022, -0.509], [1.460, 6.870, -0.798], [-0.964, 6.471, -0.484], [-1.780, 4.184, -0.044], [-1.522, -0.655, 1.455], [-2.163, -1.078, 3.814], [-1.778, 0.668, 5.523], [-0.695, 2.792, 4.886], [-0.006, 3.185, 2.554], [-0.928, 1.689, -2.649], [-3.023, 1.984, -3.927], [-5.189, 2.139, -2.735], [-5.248, 1.986, -0.268], [-3.157, 1.693, 1.007], [3.431, -5.563, 3.142], [3.000, -3.981, 2.551], [2.875, -2.948, 3.439], [2.536, -1.674, 2.984], [2.475, -0.065, 4.324], [2.277, -1.375, 1.646], [1.946, -0.189, 1.245], [2.445, -2.474, 0.726], [2.275, -2.201, -0.584], [2.487, -3.118, -1.496], [2.885, -4.419, -1.150], [3.043, -4.743, 0.169], [2.824, -3.768, 1.168], [3.061, -3.108, 4.492], [2.360, -2.822, -2.533], [3.081, -5.136, -1.934], [3.360, -5.733, 0.467], [4.469, -1.663, -4.641], [3.767, 0.241, -3.629], [1.311, 0.018, -3.250], [4.372, 0.241, -1.256], [4.176, 2.303, -4.460], [-0.490, -1.147, -0.551], [-0.629, -2.187, -1.626], [-2.259, -1.867, -2.414], [-3.274, -2.873, -1.873], [-2.769, -3.285, -0.495], [-1.307, -3.630, -0.713], [-2.113, -1.924, -3.492], [-2.501, -0.842, -2.144], [-3.318, -3.750, -2.523], [-4.274, -2.440, -1.821], [-3.339, -4.114, -0.071], [-2.833, -2.437, 0.191], [-1.175, -4.514, -1.341], [-0.720, -3.731, 0.199]]}


{"formula": "C18H19BeIN2Se", "method": "the ωB97M-V functional and the def2-TZVPD basis", "lumo_ev": [-1.94, -1.95], "species": ["C", "C", "H", "H", "H", "H", "H", "H", "C", "C", "C", "C", "H", "H", "H", "H", "N", "C", "C", "N", "C", "C", "C", "H", "H", "C", "H", "H", "Be", "I", "Se", "C", "C", "C", "C", "C", "C", "H", "H", "H", "H", "H"], "positions_angstrom": [[-0.293, -0.882, 1.792], [-1.731, 0.777, 1.283], [-0.912, -1.691, 2.207], [-0.096, -0.183, 2.622], [0.714, -1.274, 1.599], [-2.483, 1.390, 0.781], [-2.210, 0.410, 2.196], [-0.907, 1.457, 1.553], [0.479, -2.882, -0.361], [0.895, -3.908, -1.210], [0.566, -3.842, -2.563], [-0.138, -2.736, -3.022], [0.665, -2.941, 0.708], [1.454, -4.730, -0.774], [0.847, -4.631, -3.255], [-0.441, -2.611, -4.057], [-0.181, -1.792, -0.790], [-0.476, -1.715, -2.122], [-1.191, -0.505, -2.514], [-1.466, 0.354, -1.486], [-2.136, 1.488, -1.757], [-2.313, 0.930, -4.089], [-2.595, 1.796, -3.034], [-2.322, 2.155, -0.913], [-3.165, 2.712, -3.162], [-1.591, -0.231, -3.822], [-1.321, -0.953, -4.586], [-2.639, 1.136, -5.099], [-1.034, -0.445, 0.060], [-3.183, -1.636, 0.475], [1.491, 1.180, -0.123], [2.055, 1.722, 1.525], [2.914, 0.892, 2.297], [3.305, 1.269, 3.575], [2.873, 2.493, 4.122], [2.015, 3.320, 3.373], [1.597, 2.941, 2.104], [3.239, -0.057, 1.871], [3.952, 0.605, 4.153], [3.189, 2.788, 5.121], [1.668, 4.269, 3.791], [0.906, 3.560, 1.532]]}